[1]
{"formula": "C3H5NO2S", "method": "ωB97M-V/def2-TZVPD", "de_lowest_kj_mol": 393.12, "orbital_gap_ev": 8.91, "lumo_energy_ev": -0.186, "spin_multiplicity": 1, "smiles": "CN(C=O)OC=S", "total_energy_ev": -19608.4367, "elements": ["C", "C", "C", "H", "H", "H", "H", "H", "N", "O", "O", "S"], "xyz": [[0.668650, -0.901535, -1.070954], [-1.906338, 0.858772, 0.371157], [1.167848, 0.161738, 1.072155], [1.516545, -1.535992, -0.422152], [1.384539, -0.264504, -1.718558], [-0.072289, -1.413923, -1.860831], [-2.306005, -0.157496, 0.691740], [0.856838, 1.002311, 1.627106], [0.083861, -0.260942, 0.121735], [-0.700243, 0.828159, -0.116757], [2.132543, -0.583022, 1.172180], [-2.825948, 2.266431, 0.133178]], "forces_ev_per_a": [[2.2, -1.4, -0.5], [-3.3, 0.8, -0.7], [-0.1, -4.6, -2.3], [-2.6, 0.6, -2.4], [-1.4, -0.2, 1.1], [1.5, 0.8, 2.5], [0.6, 1.4, 0.1], [0.0, 1.3, 0.9], [2.4, -0.7, 1.0], [0.6, 2.1, -1.1], [-1.4, 2.4, 0.6], [1.4, -2.5, 0.8]]}


[2]
{"formula": "C18H27Cl2N2O4Sr", "method": "ωB97M-V/def2-TZVPD", "de_lowest_kj_mol": 468.01, "orbital_gap_ev": 4.58, "lumo_energy_ev": 2.389, "spin_multiplicity": 1, "total_energy_ev": -56155.9567, "charge": -1, "elements": ["O", "C", "C", "C", "H", "C", "H", "C", "H", "C", "H", "C", "H", "H", "C", "C", "H", "H", "H", "C", "C", "H", "H", "H", "H", "Sr", "Cl", "Cl", "H", "H", "C", "C", "N", "H", "C", "O", "H", "H", "H", "H", "H", "H", "C", "C", "N", "H", "C", "O", "H", "H", "H", "H", "O", "C"], "xyz": [[0.343921, -0.745070, -4.235527], [-0.458439, 0.194131, -4.383172], [-0.321028, 1.680313, -4.465947], [0.244694, 2.514179, -3.465421], [0.446885, 2.179476, -2.434445], [0.509847, 3.832293, -3.837025], [0.983044, 4.524690, -3.150715], [0.179489, 4.272488, -5.123200], [0.381670, 5.289348, -5.436909], [-0.475840, 3.448883, -6.044712], [-0.753979, 3.736313, -7.050687], [-0.794276, 2.150213, -5.691505], [-1.287740, 1.423240, -6.349155], [-1.533852, -0.085065, -4.179967], [-2.312236, -1.181918, -2.026711], [-1.705334, 0.022765, -1.494487], [-3.181099, -0.958414, -2.664692], [-2.640292, -1.786966, -1.162248], [-1.634026, -1.792406, -2.639245], [-2.087011, 1.290584, -1.438009], [-3.350844, 1.545811, -0.713356], [-1.523637, 2.169381, -1.770994], [-4.047139, 2.161543, -1.299603], [-3.099991, 1.985869, 0.266130], [-3.791262, 0.546036, -0.528549], [-0.782946, 0.000759, 0.580826], [0.270486, 2.551171, 0.409609], [-2.671884, -0.043715, 2.542873], [4.464032, 1.355276, -2.743649], [4.598578, 1.795860, -0.427577], [3.370419, 1.430436, -2.629438], [3.578132, 1.493307, -0.157881], [2.971631, 0.893149, -1.337918], [2.869685, 0.854109, -3.420254], [1.994342, -0.008281, -1.253475], [1.504209, -0.398081, -0.158998], [3.592785, 0.758320, 0.653882], [1.666752, -0.433719, -2.217669], [3.089772, 2.494117, -2.730005], [2.997233, 2.372817, 0.162778], [-0.347348, -5.893642, 0.590198], [1.525138, -5.628218, -1.364819], [-0.945918, -5.218679, -0.043453], [0.792337, -4.943034, -1.813275], [-0.061474, -4.337172, -0.804127], [-1.609077, -4.600816, 0.569590], [-0.006591, -3.030592, -0.557971], [-0.750930, -2.477545, 0.321231], [1.330120, -4.160548, -2.361024], [0.711141, -2.444521, -1.161724], [-1.523822, -5.829173, -0.751969], [0.198615, -5.525012, -2.529606], [-0.527639, 0.206194, 5.170265], [-0.388999, 0.349719, 4.042332]], "forces_ev_per_a": [[-0.3, 2.4, -1.1], [-0.9, -2.4, 3.4], [0.8, -0.7, 0.2], [0.0, -0.2, -0.8], [0.0, -0.1, -0.6], [-0.3, -0.2, -0.5], [-0.1, -0.1, 0.1], [-0.3, 0.0, -0.5], [0.2, 0.0, 0.2], [-0.3, -0.2, 0.1], [0.1, 0.6, 0.1], [0.8, -0.1, 0.6], [0.2, 0.5, 0.1], [0.4, 0.2, -1.0], [-1.5, -0.9, 1.5], [2.9, 1.5, -5.1], [-0.2, -0.1, 0.2], [-0.3, -0.6, -0.6], [0.2, 0.0, 0.1], [-1.3, -0.6, -0.1], [-1.2, 0.1, -0.4], [0.4, -0.2, 0.8], [-0.2, 0.3, 0.5], [-0.4, 0.1, -0.3], [-0.2, 0.7, 0.1], [1.3, 0.1, 2.6], [0.3, 0.6, 0.0], [-0.8, -0.2, 0.3], [-0.3, 0.0, 0.0], [-0.2, -0.1, 0.1], [0.0, 0.0, -0.1], [-0.2, 0.2, 0.1], [0.2, 0.1, -0.4], [0.2, 0.3, 0.2], [-0.7, -0.6, 1.7], [1.6, 0.1, -1.8], [0.0, 0.2, -0.2], [-0.1, 0.3, 0.2], [0.0, -0.4, 0.1], [0.1, -0.3, 0.0], [-0.2, 0.2, -0.1], [-0.1, 0.2, 0.0], [0.2, 0.1, -0.2], [0.1, 0.0, 0.0], [0.2, -0.5, -0.3], [0.2, -0.2, -0.2], [-2.0, 1.6, 2.2], [2.2, -1.7, -2.1], [-0.2, -0.2, 0.1], [-0.3, -0.2, 0.2], [0.1, 0.2, 0.2], [0.0, 0.2, 0.1], [0.0, 0.2, -1.6], [0.4, -0.2, 1.7]]}


[3]
{"formula": "C2HCl2NS", "method": "ωB97M-V/def2-TZVPD", "de_lowest_kj_mol": 406.15, "orbital_gap_ev": 8.31, "lumo_energy_ev": -0.920, "spin_multiplicity": 1, "total_energy_ev": -39455.2428, "elements": ["C", "C", "N", "S", "Cl", "Cl", "H"], "xyz": [[0.707548, -1.176147, -0.531365], [-2.358601, -2.336947, 1.881026], [0.731052, -0.540288, 0.419680], [0.839880, 0.359811, 1.793197], [-2.848993, -1.669961, 0.446665], [-1.505899, -1.276650, 2.916929], [0.023008, 1.305191, 1.324137]], "forces_ev_per_a": [[-0.1, -1.7, -2.5], [0.2, -1.2, 1.0], [0.1, 1.4, 2.2], [0.7, 0.6, 0.0], [-0.1, 0.8, -0.6], [-0.6, 0.0, -0.2], [-0.1, 0.2, 0.1]]}


[4]
{"formula": "C6H10N2P", "method": "ωB97M-V/def2-TZVPD", "de_lowest_kj_mol": 613.04, "orbital_gap_ev": [5.81, 6.63], "lumo_energy_ev": [-6.115, -5.621], "spin_multiplicity": 1, "total_energy_ev": -18640.5726, "charge": 1, "elements": ["C", "C", "C", "C", "C", "C", "N", "N", "P", "H", "H", "H", "H", "H", "H", "H", "H", "H", "H"], "xyz": [[-0.240770, -0.408820, -0.038463], [-1.333234, -0.288777, -0.903285], [0.143993, 0.910291, 0.542980], [-1.198120, 1.106535, -1.565506], [-0.767533, 1.855241, -0.312096], [1.500471, -1.379503, 1.386997], [0.816538, -2.431612, -0.576116], [0.702397, -1.421216, 0.148320], [-3.001857, -0.452301, -1.212341], [-0.134277, 1.094975, 1.548012], [1.223079, 1.144289, 0.411060], [-0.448610, 1.020184, -2.440455], [-2.062802, 1.594770, -1.935843], [-1.567980, 2.130651, 0.389698], [-0.162207, 2.824030, -0.383569], [2.483000, -1.860075, 1.257622], [0.938336, -1.911189, 2.148069], [1.593182, -0.353512, 1.686795], [1.516395, -3.173959, -0.151879]], "forces_ev_per_a": [[2.1, -1.0, 0.9], [-1.8, -1.3, -0.3], [0.2, 1.0, -2.2], [1.5, 0.6, -0.2], [2.2, 2.2, 1.7], [0.3, 0.1, 0.4], [0.7, -2.6, -0.7], [-1.1, 0.0, 1.0], [2.3, -0.3, -0.1], [-0.1, -0.3, 1.2], [-0.6, -0.1, 0.0], [-1.1, 0.1, 1.5], [-1.2, 0.4, -0.7], [-0.4, -0.2, -0.9], [-1.1, -1.2, -0.8], [-0.5, 0.3, -0.2], [-0.1, -0.1, 0.1], [0.4, 0.1, 0.3], [-1.6, 2.1, -0.9]]}


[5]
{"formula": "C2H3N3", "method": "ωB97M-V/def2-TZVPD", "de_lowest_kj_mol": 67.52, "orbital_gap_ev": 11.46, "lumo_energy_ev": 1.229, "spin_multiplicity": 1, "smiles": "c1cn[nH]n1", "total_energy_ev": -6591.8756, "elements": ["N", "N", "C", "C", "N", "H", "H", "H"], "xyz": [[1.211407, -0.046256, 0.151048], [0.561998, 1.099036, 0.193660], [-0.712092, 0.732881, 0.084111], [-0.751403, -0.672866, -0.057198], [0.490647, -1.132006, 0.002554], [2.215110, -0.093397, 0.107529], [-1.481607, 1.489757, 0.164882], [-1.472407, -1.397287, -0.387344]], "forces_ev_per_a": [[0.4, 0.1, 0.0], [-0.2, -0.2, 0.2], [0.0, -0.1, 0.0], [0.3, 0.0, -0.4], [0.1, 0.2, -0.3], [0.0, 0.1, 0.2], [0.0, -0.3, -0.2], [-0.6, 0.3, 0.5]]}